# 1
C3H8S2 | wB97M-V/def2-TZVPD

Geometry (Å):
S 0.617 -0.619 1.070
H -1.986 -1.477 1.773
C -2.466 -0.739 1.154
H 2.478 -0.618 -1.529
H 0.732 1.615 -0.352
H 3.027 0.787 -0.506
H -3.415 -0.497 1.617
H 0.229 0.115 -1.162
C 2.158 0.382 -1.125
S -1.569 0.716 1.282
H -2.591 -1.207 0.159
C 0.836 0.475 -0.394
H 1.951 1.069 -1.986

Output
largest force on an atom: 4.09 eV/Å
HOMO-LUMO gap: 7.4 eV
SMILES: CCSSC
LUMO level: -1.4 eV
HOMO: -8.80 eV
energy above the lowest of the compared OMol25 structures with the same formula, charge and spin: 53.1 kcal/mol

=====

# 2
C28H34Cl3GeN6O11PSTi | wB97M-V/def2-TZVPD

Geometry (Å):
Ti 0.683 1.159 -0.382
S 3.181 1.526 0.248
O 0.318 0.015 1.123
H -1.935 5.017 0.185
C 4.124 3.811 -3.506
C 4.904 2.757 -1.504
H 1.322 2.154 4.326
C -1.648 -2.853 4.722
H -1.272 0.045 2.996
O -2.176 -4.586 6.105
H -2.473 -0.885 4.954
H 0.729 5.507 2.002
N -2.331 -3.371 5.811
C 2.383 -4.246 -2.914
C -0.258 -1.793 2.521
H -1.774 3.981 2.681
H -0.926 3.754 4.234
C 1.427 1.950 3.259
C 0.458 -1.284 1.356
C -2.207 0.904 -0.327
C -0.118 -3.150 2.885
H 1.961 3.713 -3.727
Cl -0.240 1.022 -4.489
C -1.120 -0.986 3.292
N 0.739 -2.479 -2.709
O 0.155 2.784 0.899
H 2.716 -5.210 -2.533
C -3.312 -3.030 0.758
H -2.628 3.692 -0.461
C -2.026 -1.579 -0.672
H 1.597 -3.414 -1.048
C 5.176 3.444 -2.658
Cl -0.384 4.461 -4.513
C -1.099 3.335 3.243
H 0.060 -1.671 -4.516
H 2.245 4.597 1.813
H -1.307 -1.418 -1.460
N 1.353 -0.304 -1.757
H -4.633 -2.156 2.200
H -0.694 -4.716 4.236
H 4.295 4.341 -4.430
C -3.933 -1.987 1.394
C 0.350 -2.641 -4.109
H -2.975 -5.800 -0.415
C 1.342 4.704 2.414
H -0.798 5.156 -1.994
O -1.936 -4.046 -0.711
H -3.994 0.161 1.473
C -2.495 -5.014 0.170
C 1.051 -1.311 -2.231
C -2.623 -0.497 -0.010
H 3.235 -3.552 -2.914
O 1.940 -4.462 -4.247
Ge -1.113 2.737 -3.197
O 1.334 2.573 -1.699
H 2.475 2.022 2.969
N -1.063 4.328 -1.473
P 0.446 3.138 2.332
C 1.267 -3.685 -2.052
H -1.568 2.355 3.340
C -2.386 -2.828 -0.255
H -1.708 -5.421 0.812
H 6.197 3.692 -2.913
H 1.067 0.947 3.041
H -0.276 3.982 -0.924
H 5.690 2.447 -0.832
H 0.446 -4.398 -1.968
N -2.229 4.606 -0.696
H 1.616 4.945 3.441
C -3.564 -0.705 0.989
C -1.799 -1.493 4.368
Cl -3.268 2.639 -3.612
O -3.473 -4.370 0.971
C 3.591 2.412 -1.149
O 1.180 -1.994 0.654
H -0.510 -3.312 -4.140
H 2.353 -2.539 -4.890
O -2.817 1.857 0.140
C -0.794 -3.679 3.952
H 1.235 -3.503 -5.883
N 2.603 2.819 -2.000
C 2.848 3.483 -3.151
H 0.544 -3.770 2.293
O -3.085 -2.607 6.474
O -1.189 1.030 -1.147
C 1.520 -3.256 -4.861

Output
largest force on an atom: 0.68 eV/Å
HOMO-LUMO gap (alpha / beta): 4.1 / 6.6 eV
LUMO level (alpha / beta): 1.7 / 0.8 eV
HOMO (alpha / beta): -2.36 / -5.78 eV
energy above the lowest of the compared OMol25 structures with the same formula, charge and spin: 1.3 kcal/mol
spin multiplicity: 4
net charge: -1

=====

# 3
C5H10P2 | wB97M-V/def2-TZVPD

Geometry (Å):
H -1.053 -0.146 1.368
H 4.280 0.371 0.575
C 3.214 0.111 0.805
H 3.037 -0.252 1.774
H -0.987 0.485 -2.394
H 2.048 -2.066 0.285
H -2.336 -1.325 0.686
H -2.868 0.328 1.497
C 1.304 0.259 -0.638
C -2.072 -0.198 0.799
C -2.041 0.682 -0.452
P 2.473 -1.074 -0.531
P 2.147 1.563 0.211
C -1.065 0.008 -1.393
H -1.792 1.655 -0.167
H -1.402 -1.070 -1.350
H -2.886 0.668 -1.076

Output
largest force on an atom: 3.80 eV/Å
HOMO-LUMO gap (alpha / beta): 8.1 / 8.0 eV
LUMO level (alpha / beta): -0.1 / -0.1 eV
HOMO (alpha / beta): -8.18 / -8.13 eV
energy above the lowest of the compared OMol25 structures with the same formula, charge and spin: 86.5 kcal/mol

=====

# 4
C8H10ClN3 | wB97M-V/def2-TZVPD

Geometry (Å):
Cl 4.608 0.550 1.525
N -3.009 1.462 -0.573
H -4.243 0.270 2.261
H 0.178 -1.590 0.158
C -1.742 -0.522 0.022
H 3.132 -0.807 0.153
H 4.011 -0.478 -1.866
H 5.734 -0.005 -1.248
C -1.848 0.821 -0.425
H -0.647 2.233 -0.928
C 4.866 -0.575 -1.049
C 4.151 -0.255 0.209
N -0.333 -0.630 0.056
C 0.382 0.405 -0.397
H -4.941 1.622 0.068
C -3.694 0.207 1.289
N -0.665 1.280 -0.663
H -2.049 -1.352 -0.615
H -2.365 -1.514 1.651
H 5.022 -1.681 -1.175
C -2.631 -0.641 1.216
C -3.913 1.199 0.330

Output
largest force on an atom: 5.32 eV/Å
HOMO-LUMO gap: 8.0 eV
LUMO level: -9.3 eV
HOMO: -17.31 eV
net charge: +2

=====

# 5
C5H15N2OS | wB97M-V/def2-TZVPD

Geometry (Å):
H 0.888 1.806 -2.023
H -0.380 0.052 2.245
H -0.910 0.004 -2.671
C 0.299 -0.672 2.144
H 1.771 0.958 -3.429
H 1.416 0.185 -1.940
C 1.036 0.841 -2.646
H -0.508 0.061 4.394
H -1.960 1.026 -4.059
H -2.268 -0.556 -1.213
H -1.084 -0.861 -0.277
C 0.787 -1.000 5.797
O -1.445 -0.304 -0.968
H 1.448 -1.847 3.120
C 0.335 -0.753 4.562
C -1.015 1.494 -3.969
H -0.032 -0.342 -4.108
H -1.081 2.344 -3.158
H 0.334 -0.602 6.666
H -0.593 1.742 -5.033
H 1.597 -1.537 6.034
S 0.837 -1.230 0.669
N 0.741 -1.176 3.304
N -0.213 0.368 -3.439

Output
largest force on an atom: 5.34 eV/Å
HOMO-LUMO gap (alpha / beta): 5.9 / 6.1 eV
LUMO level (alpha / beta): -2.8 / -5.8 eV
HOMO (alpha / beta): -8.65 / -11.81 eV
spin multiplicity: 3
net charge: +1

=====

# 6
C23H23NO4 | wB97M-V/def2-TZVPD

Geometry (Å):
H 0.676 -2.851 3.844
C 1.288 1.724 0.431
O 2.605 2.640 2.195
C 0.758 -0.886 -2.293
C 0.780 -2.072 3.078
C 3.138 3.490 1.163
H -0.955 -2.758 -5.969
C 1.583 1.773 1.821
C -1.216 -2.617 -3.182
H -1.500 -3.145 -1.111
C 2.203 4.649 0.859
C -3.040 -0.961 -0.098
H -2.601 -0.714 -1.064
H 4.443 4.557 2.531
H 0.989 -0.304 -4.346
H 1.494 -2.398 2.317
H 2.640 5.271 0.071
H -6.018 -0.984 1.599
H -1.932 -3.353 -3.550
H -4.461 -1.657 3.501
H 4.967 4.578 0.829
C -0.969 -2.510 -1.820
C -0.985 -1.754 -5.533
H 1.208 -1.022 0.374
C -2.753 -1.625 2.209
N -1.690 -1.889 3.075
C -0.751 -1.537 1.049
C -0.575 -1.771 -4.095
O 3.402 2.721 -0.032
C 4.519 3.969 1.616
H 2.081 5.268 1.753
H 5.163 3.103 1.800
H 1.172 -1.152 3.532
H 0.411 1.189 0.101
C -0.012 -1.578 -1.331
O 1.060 1.113 2.708
H -1.790 -2.088 4.064
H 1.223 4.285 0.535
C -4.943 -1.089 1.434
O 2.456 1.509 -1.629
C 0.210 -1.340 0.063
C -4.103 -1.471 2.490
C -4.413 -0.836 0.153
C -0.508 -1.839 2.421
H -5.076 -0.528 -0.658
C 2.345 1.946 -0.491
C 0.444 -0.930 -3.636
C -2.205 -1.392 0.927
H 1.571 -0.246 -1.951
H -2.012 -1.380 -5.644
H -0.321 -1.106 -6.110

Output
largest force on an atom: 1.17 eV/Å
HOMO-LUMO gap: 4.8 eV
LUMO level: -2.0 eV
HOMO: -6.83 eV
energy above the lowest of the compared OMol25 structures with the same formula, charge and spin: 42.7 kcal/mol